{"formula": "C20H11AlBrF5NS", "method": "ωB97M-V with the def2-TZVPD basis set", "species": ["Al", "C", "C", "C", "C", "C", "Br", "N", "C", "H", "H", "H", "H", "H", "H", "C", "C", "C", "C", "C", "C", "C", "C", "H", "H", "H", "H", "H", "F", "C", "C", "F", "C", "F", "C", "S", "C", "F", "C", "F"], "coordinates": [[-0.60, 0.53, 0.60], [3.25, 3.86, -1.63], [2.63, 3.24, -0.42], [2.99, 3.58, 0.88], [2.41, 2.95, 1.97], [1.45, 1.99, 1.71], [0.54, 1.02, 3.05], [1.06, 1.67, 0.47], [1.64, 2.27, -0.57], [3.90, 4.69, -1.36], [2.49, 4.23, -2.31], [3.85, 3.13, -2.17], [3.73, 4.35, 1.04], [2.69, 3.18, 2.99], [1.30, 1.96, -1.55], [0.10, -1.20, 0.46], [0.60, -2.31, 0.42], [1.18, -3.61, 0.40], [1.44, -4.24, 1.62], [1.99, -5.51, 1.63], [2.28, -6.16, 0.44], [2.02, -5.53, -0.77], [1.47, -4.26, -0.80], [1.21, -3.73, 2.54], [2.19, -6.00, 2.57], [2.70, -7.15, 0.45], [2.25, -6.04, -1.70], [1.27, -3.77, -1.74], [-6.76, 0.55, -2.01], [-5.68, 0.96, -1.38], [-5.62, 2.24, -0.84], [-6.64, 3.06, -0.98], [-4.48, 2.66, -0.17], [-4.44, 3.89, 0.34], [-3.39, 1.82, -0.02], [-1.93, 2.35, 0.81], [-3.48, 0.56, -0.57], [-2.38, -0.25, -0.41], [-4.59, 0.11, -1.24], [-4.64, -1.11, -1.76]], "lowdin_charge": [0.126, -0.021, -0.212, 0.034, -0.037, -0.651, 0.987, -0.062, -0.019, 0.089, 0.095, 0.099, 0.135, 0.126, 0.149, -0.036, -0.058, -0.250, -0.029, -0.068, -0.067, -0.069, -0.028, 0.116, 0.110, 0.110, 0.110, 0.117, 0.161, -0.126, -0.128, 0.159, -0.227, 0.115, -0.473, 0.856, -0.191, 0.040, -0.134, 0.153], "total_charge": 1, "largest_force_ha_per_bohr": 0.0105, "gap_ev": 7.69, "lumo_energy_ev": -3.680, "de_lowest_ev": 0.448, "total_energy_ev": -123464.6236}